# 1
C45H41N3O8PSe2W | wB97M-V/def2-TZVPD

Structure (ORCA input):
```
! wB97M-V def2-TZVPD RIJCOSX def2/J DEFGRID3
* xyz 1 1
W -0.30 -1.05 -0.59
Se -0.83 -3.21 -3.84
Se -2.35 -0.99 -2.02
C -2.70 0.91 -2.10
C -3.40 1.50 -3.14
C -3.52 2.88 -3.12
C -2.96 3.59 -2.07
C -2.33 2.89 -1.05
N -2.19 1.57 -1.07
C -0.82 -4.20 -2.28
C -0.76 -5.60 -2.44
C -0.92 -6.42 -1.36
C -1.21 -5.83 -0.13
C -1.26 -4.46 -0.05
N -1.00 -3.61 -1.08
H -3.81 0.87 -3.92
H -4.05 3.39 -3.91
H -3.02 4.66 -2.03
H -1.91 3.39 -0.19
H -0.59 -5.99 -3.43
H -0.86 -7.50 -1.46
H -1.39 -6.42 0.75
H -1.53 -4.01 0.89
C 1.93 5.42 -4.33
O 1.39 4.69 -3.25
C 1.41 3.34 -3.31
C 2.02 2.59 -4.32
C 1.99 1.22 -4.28
C 1.34 0.51 -3.24
C 1.32 -0.90 -3.18
C 2.20 -1.75 -4.05
O 0.45 -1.53 -2.38
C 0.71 1.29 -2.22
O 0.13 0.65 -1.18
C 0.77 2.67 -2.26
H 1.78 6.47 -4.08
H 1.42 5.19 -5.26
H 3.00 5.23 -4.45
H 2.52 3.07 -5.14
H 2.45 0.66 -5.08
H 3.13 -1.23 -4.27
H 1.70 -2.00 -4.99
H 2.42 -2.68 -3.52
H 0.32 3.25 -1.47
C -4.17 -2.84 1.05
C -3.87 -1.64 1.94
C -2.82 -1.96 3.01
C -3.49 -0.42 1.05
C -4.24 0.86 1.42
O -3.28 1.60 2.15
C -2.09 1.03 1.97
N -2.06 -0.03 1.20
C -1.06 1.62 2.81
C -1.51 2.45 3.86
C -0.62 2.95 4.79
C 0.73 2.64 4.71
C 1.18 1.85 3.67
C 0.31 1.34 2.72
P 0.99 0.32 1.36
C 2.00 -0.75 2.46
C 3.37 -0.93 2.34
C 4.04 -1.75 3.23
C 3.35 -2.40 4.25
C 1.98 -2.23 4.37
C 1.31 -1.41 3.48
C 2.19 1.50 0.62
C 2.13 2.86 0.88
C 3.05 3.73 0.31
C 4.03 3.24 -0.53
C 4.07 1.89 -0.84
C 3.15 1.03 -0.28
H -5.05 -2.65 0.45
H -4.35 -3.73 1.66
H -3.34 -3.04 0.37
H -4.80 -1.38 2.46
H -1.88 -2.26 2.56
H -3.18 -2.77 3.64
H -2.63 -1.09 3.64
H -3.73 -0.69 0.02
H -5.11 0.70 2.06
H -4.53 1.44 0.54
H -2.56 2.67 3.95
H -0.99 3.56 5.60
H 1.42 3.01 5.44
H 2.24 1.62 3.59
H 3.92 -0.42 1.57
H 5.11 -1.88 3.13
H 3.88 -3.03 4.94
H 1.44 -2.73 5.15
H 0.24 -1.27 3.58
H 1.37 3.26 1.54
H 3.00 4.78 0.53
H 4.76 3.92 -0.96
H 4.83 1.51 -1.50
H 3.17 -0.02 -0.56
O 2.90 -3.35 0.27
C 1.90 -2.68 0.33
O 1.63 -1.60 -0.38
C 0.68 -2.99 1.24
O 0.61 -3.89 2.03
O -0.30 -2.13 0.95
*
```

Output
* orbital gap (spin up / spin down): 0.1620 / 0.1623 hartree
* LUMO level (spin up / spin down): -4.49 / -4.48 eV
* energy: -209981.128 eV

***

# 2
C15H43ClO13PS | wB97M-V/def2-TZVPD

Structure (ORCA input):
```
! wB97M-V def2-TZVPD RIJCOSX def2/J DEFGRID3
* xyz -1 1
O -1.03 6.46 3.25
C -1.14 6.20 2.06
O -1.11 4.97 1.65
O -1.26 7.18 1.01
S -0.13 8.39 1.09
O -0.77 9.47 1.85
O 1.16 7.92 2.06
P 2.10 6.69 1.35
O 3.44 7.36 0.56
Cl 2.98 5.75 3.03
H 3.17 8.01 -0.11
C 0.60 1.10 1.24
C -0.87 1.11 1.63
O -1.12 2.09 2.62
H 1.22 0.91 2.12
H 0.80 0.34 0.49
H 0.89 2.08 0.85
H -1.16 0.14 2.04
H -1.50 1.32 0.76
H -0.87 2.95 2.24
C -1.96 -2.25 -1.39
C -1.48 -3.03 -0.18
O -1.60 -2.24 1.00
H -1.38 -1.33 -1.51
H -1.87 -2.84 -2.30
H -3.01 -1.95 -1.27
H -0.43 -3.30 -0.30
H -2.07 -3.94 -0.06
H -2.53 -2.01 1.10
C 2.87 -1.40 -0.56
C 4.16 -0.73 -0.99
O 4.21 0.60 -0.50
H 2.01 -0.85 -0.93
H 2.82 -2.43 -0.94
H 2.79 -1.43 0.53
H 4.23 -0.69 -2.08
H 5.03 -1.28 -0.61
H 4.16 0.57 0.46
C -4.04 -5.20 -4.70
C -3.56 -5.97 -3.49
O -3.69 -5.18 -2.31
H -3.46 -4.28 -4.82
H -3.94 -5.79 -5.61
H -5.09 -4.90 -4.59
H -2.51 -6.25 -3.60
H -4.15 -6.89 -3.36
H -4.62 -4.95 -2.22
C 3.71 3.80 7.49
C 4.56 3.97 6.24
O 3.73 4.14 5.10
H 3.05 2.94 7.39
H 4.34 3.66 8.37
H 3.08 4.67 7.64
H 5.18 3.09 6.07
H 5.22 4.84 6.33
H 3.19 4.92 5.24
C -3.60 2.51 -1.80
C -2.30 3.18 -2.22
O -2.26 4.51 -1.73
H -4.46 3.06 -2.18
H -3.64 1.48 -2.17
H -3.68 2.49 -0.71
H -2.23 3.22 -3.31
H -1.44 2.64 -1.83
H -2.32 4.48 -0.77
C 0.46 -8.95 -2.77
C 0.47 -8.01 -3.95
O -0.28 -6.83 -3.66
H -0.56 -9.23 -2.51
H 1.02 -9.86 -2.99
H 0.90 -8.47 -1.89
H 0.02 -8.48 -4.82
H 1.49 -7.72 -4.21
H 0.13 -6.41 -2.89
*
```

Output
* orbital gap: 0.2511 hartree
* ΔE to the lowest compared entry with this formula, charge and spin: 0.0000 eV
* LUMO level: 1.74 eV
* energy: -75516.985 eV

***

# 3
C5H11IN2 | wB97M-V/def2-TZVPD

Structure (ORCA input):
```
! wB97M-V def2-TZVPD RIJCOSX def2/J DEFGRID3
* xyz 0 1
C 0.21 -0.79 1.67
C 1.17 -0.63 0.80
C 2.67 -0.59 0.99
C 2.84 -0.29 -0.49
C 1.37 -0.54 -0.70
H 0.51 -0.77 2.67
H -0.85 -0.78 1.49
H 3.04 -1.56 1.39
H 3.07 0.13 1.72
H 3.00 0.70 -0.64
H 3.49 -0.89 -1.10
H 0.84 0.10 -1.37
H 0.97 -1.52 -1.32
N -2.31 0.84 -2.35
N -2.20 0.93 -0.98
I -3.42 -0.51 0.16
H -3.27 1.09 -2.65
H -2.04 -0.05 -2.77
H -1.20 0.69 -0.67
*
```

Output
* orbital gap: 0.3148 hartree
* ΔE to the lowest compared entry with this formula, charge and spin: 2.1932 eV
* LUMO level: -0.32 eV
* energy: -16440.359 eV
* SMILES: C=C1CCC1.NNI

***

# 4
C5H8O2 | wB97M-V/def2-TZVPD

Structure (ORCA input):
```
! wB97M-V def2-TZVPD RIJCOSX def2/J DEFGRID3
* xyz 0 1
C -1.49 -0.75 -0.07
C -0.47 0.39 -0.14
O -1.14 1.59 -0.36
C 0.55 0.28 1.03
C 1.51 -0.54 0.12
C 0.76 0.14 -1.02
O 1.11 0.69 -2.03
H -2.33 -0.41 0.56
H -1.90 -1.00 -1.05
H -1.07 -1.64 0.39
H -0.61 2.12 -0.97
H 0.97 1.27 1.24
H 0.18 -0.16 1.96
H 2.58 -0.36 0.18
H 1.31 -1.61 0.14
*
```

Output
* orbital gap: 0.3901 hartree
* ΔE to the lowest compared entry with this formula, charge and spin: 1.0166 eV
* LUMO level: 0.92 eV
* energy: -9408.816 eV
* SMILES: C[C@@]1(O)CCC1=O

***

# 5
C9H3Cl3F3NS6ScSi | wB97M-V/def2-TZVPD

Structure (ORCA input):
```
! wB97M-V def2-TZVPD RIJCOSX def2/J DEFGRID3
* xyz -1 1
Sc 0.65 -0.98 0.38
F 1.13 3.55 -4.05
C 1.56 3.40 -2.77
F 2.73 2.78 -2.82
F 1.80 4.66 -2.33
C 0.51 2.74 -1.93
C -0.71 3.40 -1.87
C -1.75 2.88 -1.12
C -1.53 1.69 -0.46
N -0.36 1.04 -0.51
C 0.67 1.53 -1.23
S 2.07 0.51 -1.13
H -0.83 4.33 -2.41
H -2.71 3.37 -1.06
H -2.30 1.23 0.14
S -4.04 -5.04 4.68
C -3.04 -4.16 3.70
S -1.45 -4.66 3.26
C -1.00 -3.26 2.33
C -1.93 -2.29 2.25
S -1.68 -0.82 1.37
S -3.43 -2.60 3.09
S 0.57 -3.15 1.58
Cl 4.77 -1.22 -0.65
Si 3.16 -2.20 0.28
Cl 3.08 -3.99 -0.83
Cl 4.04 -2.77 2.10
*
```

Output
* orbital gap: 0.2456 hartree
* ΔE to the lowest compared entry with this formula, charge and spin: 0.9953 eV
* LUMO level: 1.85 eV
* energy: -150191.578 eV

***

# 6
C33H55AuNP2 | wB97M-V/def2-TZVPD

Structure (ORCA input):
```
! wB97M-V def2-TZVPD RIJCOSX def2/J DEFGRID3
* xyz 1 3
Au -0.34 -0.41 0.73
C 0.57 3.96 1.48
C 0.34 4.13 0.09
C -1.70 3.87 1.13
C -0.69 3.84 2.12
C -1.07 4.10 -0.12
C 1.88 3.97 2.17
H 2.70 3.79 1.46
H 1.92 3.19 2.94
H 2.07 4.93 2.67
C -0.90 3.81 3.58
H -0.16 3.18 4.08
H -1.90 3.42 3.82
H -0.83 4.82 4.02
C -3.15 3.72 1.38
H -3.55 4.58 1.94
H -3.35 2.82 1.97
H -3.70 3.65 0.43
C -1.77 4.37 -1.40
H -2.24 5.37 -1.39
H -2.58 3.64 -1.56
H -1.09 4.34 -2.25
C 1.37 4.39 -0.94
H 1.57 5.47 -1.05
H 1.06 4.01 -1.92
H 2.32 3.91 -0.67
C 3.57 -3.37 -1.42
C 4.34 -2.26 -1.41
C 5.21 -1.84 -2.55
C 4.58 -1.97 -3.97
C 3.11 -1.68 -4.04
C 2.14 -2.60 -4.01
C 2.32 -4.03 -3.59
C 3.46 -4.32 -2.58
H 6.15 -2.42 -2.54
H 4.81 -2.97 -4.38
H 5.50 -0.78 -2.41
H 4.42 -4.41 -3.12
H 3.08 -3.72 -0.50
H 4.56 -1.74 -0.47
H 3.26 -5.32 -2.15
H 1.37 -4.39 -3.15
H 1.16 -2.37 -4.44
H 2.49 -4.66 -4.48
H 5.10 -1.24 -4.61
H 2.87 -0.63 -4.28
P 1.74 -0.91 -0.07
P -1.05 -0.15 -1.59
C 1.07 -1.99 -1.39
C -0.28 -1.71 -2.11
H 1.08 -3.03 -1.02
H 1.89 -1.90 -2.10
H -0.14 -1.70 -3.20
H -0.98 -2.53 -1.88
C -2.83 -0.17 -1.88
H -3.17 0.85 -2.14
H -3.37 -0.48 -0.98
H -3.09 -0.85 -2.71
C -0.38 1.20 -2.60
H -0.36 0.92 -3.67
H 0.64 1.46 -2.29
H -1.01 2.09 -2.48
C 2.55 -1.75 1.31
H 2.90 -0.98 2.02
H 3.40 -2.38 1.04
H 1.80 -2.36 1.84
C 2.75 0.46 -0.67
H 2.18 1.15 -1.29
H 3.62 0.11 -1.24
H 3.12 1.02 0.21
C -3.02 -3.46 2.82
N -3.92 -2.71 2.00
C -5.30 -3.08 2.02
C -3.51 -1.45 1.44
C -2.91 -0.53 2.46
C -3.73 -0.14 3.54
C -3.17 0.49 4.65
C -1.80 0.79 4.64
C -1.02 0.52 3.50
C -1.58 -0.11 2.40
H -3.00 -3.10 3.87
H -2.00 -3.43 2.42
H -3.38 -4.50 2.84
H -5.85 -2.62 2.86
H -5.78 -2.76 1.08
H -5.37 -4.17 2.13
H -2.76 -1.65 0.65
H -4.40 -0.99 0.98
H -4.80 -0.38 3.51
H -3.79 0.72 5.51
H -1.35 1.26 5.51
H 0.03 0.81 3.49
*
```

Output
* orbital gap (spin up / spin down): 0.2635 / 0.1643 hartree
* ΔE to the lowest compared entry with this formula, charge and spin: 0.0000 eV
* LUMO level (spin up / spin down): -2.04 / -4.65 eV
* energy: -58863.093 eV

***

# 7
C21H34Br13ClN2O2 | wB97M-V/def2-TZVPD

Structure (ORCA input):
```
! wB97M-V def2-TZVPD RIJCOSX def2/J DEFGRID3
* xyz 0 1
C -0.97 0.93 3.59
C -1.08 1.06 2.06
N -0.44 -0.05 1.35
C 0.83 0.21 0.84
Cl 1.87 1.36 1.84
Br 0.67 1.11 -0.92
O 1.43 -1.03 0.56
C 2.75 -1.24 0.98
O 3.65 -0.93 0.27
C 2.95 -1.91 2.30
C 4.11 -1.78 3.05
C 4.11 -2.46 4.26
C 3.01 -3.20 4.64
N 1.89 -3.39 3.93
C 1.93 -2.72 2.77
H -0.10 0.30 3.80
H -1.84 0.40 3.96
H -0.81 1.89 4.08
H -0.77 2.03 1.68
H -2.15 0.98 1.83
H -0.48 -0.92 1.88
H 4.95 -1.20 2.72
H 4.97 -2.41 4.92
H 3.03 -3.69 5.61
H 1.06 -2.83 2.15
Br -3.50 -1.32 -1.19
C -1.75 -2.15 -1.44
C -1.63 -3.45 -0.68
Br -1.38 -3.13 1.22
H -1.02 -1.41 -1.13
H -1.67 -2.32 -2.50
H -0.74 -3.99 -1.01
H -2.50 -4.09 -0.78
Br -1.04 4.25 -4.06
C 0.16 2.72 -4.17
C -0.46 1.59 -4.95
Br -1.81 0.64 -3.92
H 0.40 2.44 -3.15
H 1.05 3.09 -4.67
H 0.29 0.84 -5.20
H -0.94 1.93 -5.86
Br -2.94 -4.15 -4.13
C -4.44 -5.38 -4.06
C -5.50 -4.92 -3.09
Br -4.98 -5.25 -1.25
H -4.03 -6.36 -3.81
H -4.83 -5.41 -5.07
H -6.41 -5.49 -3.24
H -5.71 -3.86 -3.18
Br 4.73 1.03 1.42
C 6.54 1.63 1.01
C 6.56 3.08 0.62
Br 5.91 3.34 -1.20
H 6.92 0.97 0.24
H 7.11 1.48 1.93
H 7.58 3.46 0.61
H 5.95 3.70 1.26
Br -4.72 -1.11 2.78
C -6.00 -0.57 1.43
C -7.38 -1.09 1.73
Br -7.53 -2.98 1.31
H -5.62 -0.91 0.48
H -5.99 0.52 1.45
H -8.12 -0.60 1.10
H -7.66 -0.97 2.77
Br 3.98 7.40 0.31
C 3.55 6.92 -1.53
C 2.08 6.64 -1.70
Br 1.60 4.91 -0.98
H 4.17 6.06 -1.77
H 3.86 7.77 -2.12
H 1.83 6.60 -2.76
H 1.45 7.38 -1.21
*
```

Output
* orbital gap: 0.3427 hartree
* LUMO level: 0.03 eV
* energy: -952478.205 eV

***

# 8
C26H40BrClFI2N4O6S4 | wB97M-V/def2-TZVPD

Structure (ORCA input):
```
! wB97M-V def2-TZVPD RIJCOSX def2/J DEFGRID3
* xyz 1 1
C 1.20 4.46 0.08
C 1.72 3.55 -1.05
C 0.95 2.23 -1.06
F -0.08 2.39 -1.97
N 1.67 0.91 -1.34
C 3.03 1.01 -1.95
C 3.45 1.86 -3.16
O 4.58 1.74 -3.43
Br 2.45 3.09 -4.26
C 0.75 0.01 -2.17
I 1.62 -2.00 -2.54
C 0.61 0.49 -3.63
C -0.45 -0.15 -4.52
C -1.88 0.28 -4.35
N -0.18 -0.93 -5.48
C -0.60 -0.27 -1.42
I -1.46 -2.22 -1.81
O -0.58 -0.02 -0.04
C 0.57 -0.29 0.74
C 0.76 -1.80 1.08
C -0.41 -2.65 1.62
C -1.87 -2.17 1.71
C -2.55 -2.69 2.98
S -2.69 -4.45 2.93
O -3.19 -4.85 1.66
O -1.49 -5.02 3.43
Cl -4.15 -4.79 4.31
C 0.26 0.33 2.12
C -0.30 1.76 2.25
C -1.76 2.03 1.89
S -2.86 1.26 3.10
C -4.44 1.94 2.60
S -4.91 3.37 3.20
N -5.21 1.19 1.75
C -6.57 1.35 1.51
C -6.93 0.37 0.62
N -5.82 -0.39 0.27
C -4.83 0.11 0.96
C 1.92 0.29 0.11
S 2.59 1.59 1.25
O 2.88 -0.70 -0.03
C 3.93 -0.93 0.91
C 4.59 -2.27 0.60
C 5.04 -2.42 -0.84
O 3.72 -3.29 1.03
H 1.74 4.31 1.00
H 1.32 5.50 -0.21
H 0.14 4.30 0.26
H 1.51 4.10 -1.95
H 2.79 3.46 -0.91
H 0.39 2.15 -0.15
H 3.38 0.03 -2.22
H 3.75 1.32 -1.20
H 0.41 1.55 -3.73
H 1.56 0.31 -4.12
H -1.94 1.09 -3.63
H -2.24 0.67 -5.29
H -2.51 -0.55 -4.07
H 0.82 -1.13 -5.52
H -1.33 0.40 -1.84
H 1.50 -1.79 1.86
H 1.25 -2.33 0.28
H -0.14 -2.97 2.62
H -0.43 -3.59 1.06
H -2.48 -2.54 0.90
H -2.00 -1.10 1.75
H -1.98 -2.41 3.87
H -3.54 -2.24 3.07
H 1.08 0.15 2.81
H -0.52 -0.27 2.57
H 0.33 2.54 1.84
H -0.26 1.96 3.32
H -1.89 3.10 2.01
H -2.02 1.80 0.87
H -7.20 2.09 1.94
H -7.92 0.20 0.24
H -3.82 -0.25 0.91
H 3.79 1.83 0.70
H 4.74 -0.22 0.85
H 3.58 -1.03 1.93
H 5.48 -2.26 1.23
H 4.21 -2.74 -1.45
H 5.77 -3.22 -0.88
H 5.49 -1.52 -1.24
H 4.16 -4.14 0.98
*
```

Output
* orbital gap: 0.2727 hartree
* LUMO level: -3.58 eV
* energy: -190668.830 eV